Entry from OMol25: C50H53Cl2N8O4V as an isolated structure (the ωB97M-V functional and the def2-TZVPD basis).

Geometry as XYZ:
```
118
Properties=species:S:1:pos:R:3:forces:R:3
V 17.698 9.277 13.131 1.6 -3.8 0.3
C 25.350 11.385 13.958 -0.2 -0.1 0.6
O 24.160 10.579 13.941 0.4 -1.1 0.8
C 24.108 9.555 14.848 -1.0 -0.5 0.9
C 25.046 9.301 15.894 -0.7 0.5 -1.6
C 24.768 8.400 16.902 0.2 -0.3 0.2
C 23.559 7.703 16.899 0.8 -0.6 1.0
C 22.686 7.866 15.854 -2.0 -1.6 0.0
C 22.910 8.738 14.826 1.5 2.3 -0.7
N 21.957 8.986 13.777 -0.8 -0.5 -0.2
C 20.611 9.093 13.923 1.0 1.1 -1.6
N 20.182 9.519 15.135 -0.7 -0.3 -0.1
C 18.895 9.587 15.679 0.8 0.4 1.3
C 17.671 9.505 15.036 -0.5 0.4 0.0
C 16.491 9.338 15.793 -0.6 -0.5 0.4
C 16.559 9.094 17.154 -0.6 -0.2 -1.0
C 17.764 9.295 17.805 1.4 0.7 1.1
C 18.884 9.734 17.119 1.0 -0.7 -1.2
O 20.131 10.087 17.574 -1.1 -0.4 -0.2
C 20.308 10.202 18.972 -0.3 0.5 0.8
N 19.820 9.015 12.828 -2.1 1.1 1.6
C 20.358 9.235 11.521 0.9 -1.6 -0.6
C 20.549 10.509 11.047 0.0 0.0 -0.1
C 21.030 10.750 9.774 0.7 -0.1 0.2
C 21.471 9.664 9.025 0.4 0.3 -0.2
C 21.376 8.345 9.472 -0.7 0.3 0.2
C 20.736 8.132 10.688 -1.3 -1.2 0.7
O 20.339 6.889 11.161 0.1 1.2 0.2
C 20.186 5.709 10.356 -0.3 0.3 -0.4
H 25.149 12.097 13.196 0.2 0.6 -0.8
H 26.226 10.776 13.712 -0.1 0.2 0.2
H 25.459 11.954 14.904 0.0 -0.6 -0.3
H 26.004 9.785 15.884 0.1 0.3 0.0
H 25.563 8.260 17.656 -0.8 -0.1 -0.3
H 23.339 6.948 17.670 0.1 0.5 -0.4
H 21.760 7.221 15.837 1.0 0.8 -0.1
H 22.242 8.976 12.793 0.2 -0.1 0.6
H 20.931 9.722 15.799 -0.2 -0.2 0.0
H 15.531 9.199 15.306 0.3 0.1 0.0
H 15.700 8.687 17.708 0.4 0.5 -0.3
H 17.829 9.124 18.877 0.0 0.2 -0.2
H 19.493 10.804 19.401 0.3 -0.1 0.0
H 21.264 10.679 19.173 0.0 0.1 -0.3
H 20.325 9.236 19.445 -0.1 -0.5 0.1
H 20.311 11.308 11.700 -0.2 0.8 0.5
H 21.229 11.781 9.468 -0.2 -0.5 -0.1
H 21.961 9.903 8.093 0.0 -0.3 -0.2
H 21.687 7.480 8.890 0.0 0.4 0.0
H 19.731 4.964 11.055 0.5 0.6 -0.8
H 21.168 5.407 10.004 0.0 -0.4 0.0
H 19.529 5.849 9.447 0.5 0.2 1.0
C 16.302 7.172 7.654 -0.6 -0.4 1.0
C 16.355 6.626 8.951 0.1 -0.9 -0.5
C 16.858 7.319 10.046 0.1 -0.4 0.5
C 17.197 8.652 9.836 0.8 0.7 -1.8
C 17.173 9.269 8.504 -0.5 -0.7 1.5
C 16.685 8.499 7.459 0.5 0.6 -0.5
N 17.543 9.486 10.923 -0.8 2.5 -0.4
N 17.438 10.726 10.596 -0.5 -1.5 0.4
C 17.424 11.610 11.645 0.6 0.8 0.5
C 17.148 12.956 11.341 0.7 0.0 -1.3
C 17.183 13.986 12.281 0.1 -2.3 0.7
C 17.509 13.576 13.590 -0.6 0.2 -0.1
C 17.832 12.246 13.868 0.6 0.0 1.8
C 17.746 11.184 12.966 -0.2 2.1 -0.4
H 15.875 6.580 6.837 0.3 0.3 0.3
H 16.038 5.592 9.157 0.1 0.5 -0.5
H 16.946 6.759 11.036 0.0 1.2 -1.4
H 17.438 10.347 8.405 -0.2 -1.3 -0.1
H 16.617 8.947 6.456 0.1 -0.3 0.5
H 17.031 13.171 10.266 -0.2 0.0 0.6
H 16.934 14.979 12.002 -0.1 0.7 0.0
H 17.377 14.230 14.458 0.6 0.1 -0.5
H 18.221 12.061 14.903 -0.7 0.0 -0.9
C 10.990 13.238 9.519 0.6 -1.1 0.1
C 12.080 12.470 10.327 -2.2 -0.5 -0.2
C 12.853 11.642 9.266 1.7 0.4 1.2
C 12.900 13.564 11.002 0.6 -0.6 -1.0
C 11.336 11.505 11.385 0.1 0.2 0.3
O 10.403 12.232 12.224 0.6 0.2 -0.2
C 10.674 10.266 10.734 1.1 -0.3 0.6
C 9.554 9.568 11.563 -0.3 -0.5 -1.2
C 9.781 8.261 12.305 0.0 1.4 0.1
C 8.956 7.990 13.396 -0.5 -0.6 0.9
C 9.121 6.818 14.163 0.0 -0.4 -0.2
C 10.081 5.869 13.713 -0.4 1.1 0.0
Cl 10.254 4.253 14.276 -0.3 -0.1 0.7
C 10.947 6.220 12.700 -0.8 1.0 0.1
C 10.826 7.428 12.038 0.7 -0.5 -0.5
C 12.320 11.060 12.535 -0.6 0.2 1.2
N 13.604 10.341 12.287 0.5 0.0 2.1
C 14.698 10.520 13.091 0.3 -0.6 -2.1
N 15.542 9.477 12.866 -0.4 0.5 1.0
C 14.795 8.607 12.155 -0.8 -0.9 -1.5
N 13.608 9.048 11.771 1.6 1.3 0.8
H 11.471 13.573 8.619 0.3 0.8 -0.3
H 10.551 14.061 10.057 -0.3 0.2 0.1
H 10.264 12.555 9.108 -0.7 -0.2 0.2
H 13.341 12.348 8.567 0.1 -0.2 0.5
H 12.238 11.049 8.612 -0.5 -0.5 0.1
H 13.645 10.989 9.768 -0.9 0.8 -0.9
H 13.062 14.339 10.215 0.1 -0.3 1.0
H 13.844 13.134 11.314 0.6 0.1 0.0
H 12.435 13.952 11.895 -0.5 0.4 0.0
H 9.560 12.477 11.810 0.6 -0.3 -0.3
H 11.581 9.645 10.546 -1.0 -0.2 -0.2
H 10.231 10.501 9.771 0.2 0.3 -0.1
H 8.746 9.429 10.800 0.3 -0.1 0.9
H 9.159 10.204 12.325 -0.3 0.9 0.1
H 8.144 8.704 13.654 0.7 -0.6 -0.1
H 8.513 6.631 15.077 0.4 0.1 -1.0
H 11.702 5.582 12.371 1.0 -1.2 -0.2
H 11.583 7.676 11.293 -0.4 -0.1 0.1
H 11.845 10.394 13.286 -0.4 0.3 -0.8
H 12.505 11.982 13.135 0.5 -0.6 -0.6
H 14.988 11.331 13.767 -0.6 0.0 -0.7
H 15.167 7.627 11.853 -0.3 0.4 0.2
Cl 17.736 6.973 13.620 -0.6 0.7 -0.7
```
Forces are in eV/Å.

Calculated values
Total charge: +2
HOMO-LUMO gap (spin up / spin down) (eV): 4.09 / 3.40
HOMO (spin up / spin down) (eV): -11.8842 / -11.8842

=====

Entry from OMol25: one molecule with the formula C4H4O2S2 (the ωB97M-V functional and the def2-TZVPD basis).

Geometry as XYZ:
```
12
Properties=species:S:1:pos:R:3:forces:R:3
C -1.538 -0.072 0.923 -0.4 -1.9 0.3
C -0.285 -0.104 0.266 2.2 0.4 -0.3
C 0.944 0.019 0.822 -2.0 0.5 -3.0
C 1.694 0.075 -1.497 -2.1 2.1 2.3
H -3.313 0.034 0.524 2.7 -2.4 -2.5
H 0.998 0.086 1.862 1.1 0.1 1.4
H 1.976 -0.874 -1.845 1.1 -1.1 -0.1
H 2.190 0.948 -2.010 -0.8 -1.1 0.5
O -2.436 -0.433 -0.032 -4.2 3.3 3.4
O 1.942 0.279 -0.028 1.5 -0.7 -0.4
S -1.977 0.059 2.539 0.6 0.4 -1.5
S -0.194 -0.015 -1.523 0.4 0.3 -0.3
```
Forces are in eV/Å.

Calculated values
HOMO-LUMO gap (eV): 7.78
HOMO (eV): -8.2462
Structure (SMILES): OC(=S)C1=COCS1

=====

Entry from OMol25: one molecule with the formula C9H13BrN2 (the ωB97M-V functional and the def2-TZVPD basis).

Geometry as XYZ:
```
25
Properties=species:S:1:pos:R:3:forces:R:3
C 2.137 1.640 0.388 -0.9 0.0 -0.3
C 1.762 0.769 -0.913 0.8 0.1 -0.5
C 1.470 -0.788 -0.632 0.4 0.8 0.0
Br 3.258 -1.601 -0.137 -0.8 0.5 -0.4
C 0.458 -1.082 0.585 0.1 -1.9 0.5
C 0.743 -2.581 1.157 1.8 -3.1 1.2
N 1.117 -3.656 1.583 -2.5 6.0 -2.3
C -1.106 -0.938 0.227 -0.8 0.2 0.1
C -1.506 -1.414 -1.244 0.8 0.9 -4.3
N -1.626 -1.514 -2.452 0.5 0.3 6.9
C -1.515 0.620 0.471 -0.6 0.2 -0.5
C -3.029 0.942 0.023 -0.2 0.2 -0.2
H 2.719 2.600 0.090 -1.0 -1.8 0.5
H 1.128 1.976 0.860 1.9 -0.5 -0.4
H 2.764 1.002 1.124 -1.1 1.2 -1.2
H 0.884 1.201 -1.528 1.3 -0.6 1.2
H 2.685 0.823 -1.618 -1.7 -0.3 1.1
H 1.191 -1.279 -1.626 0.1 0.5 1.7
H 0.650 -0.389 1.498 -0.2 -1.2 -1.7
H -1.719 -1.593 0.966 1.1 1.1 -1.3
H -0.811 1.309 -0.112 -0.9 -1.1 0.9
H -1.400 0.874 1.586 0.0 -0.7 -1.6
H -3.615 -0.041 -0.024 0.6 1.5 0.1
H -3.088 1.438 -1.025 0.3 -1.0 1.8
H -3.550 1.680 0.754 1.0 -1.4 -1.2
```
Forces are in eV/Å.

Calculated values
HOMO-LUMO gap (eV): 10.78
HOMO (eV): -10.2956
Structure (SMILES): CC[C@@H](Br)[C@H](C#N)[C@H](C#N)CC

=====

Total energy, respectively: -123534.248, -29975.779, -82563.343 eV.
Energy relative to the best compared isomer or geometry (same formula, charge and spin), respectively: 44.66, 44.95, 4.94 kcal/mol.
Max |F|, respectively: 0.0807, 0.1231, 0.1348 hartree/bohr.